No. 1
C6H9MgO3P | ωB97M-V/def2-TZVPD

Structure (XYZ):
```
20
Properties=species:S:1:pos:R:3:forces:R:3
O -1.797649 0.608877 -2.738898 1.8 -0.5 3.3
C -1.231561 0.450920 -1.759088 -1.5 0.5 -2.9
Mg 0.192810 0.102702 0.362319 -0.5 0.1 -0.2
C 1.378328 1.987745 0.597444 3.2 4.6 0.6
C 1.376689 -1.656502 -0.455634 3.2 -4.0 -2.1
O 2.000464 2.946393 0.754631 -2.9 -4.3 -0.7
O 2.019410 -2.510245 -0.891389 -3.0 3.8 2.0
C -1.498385 -0.137020 3.983508 0.6 0.5 0.2
P -1.361187 -0.487895 2.212281 -1.3 -1.0 0.2
C -1.303773 -2.316470 2.137496 0.4 0.0 0.0
C -3.040788 -0.138112 1.578836 0.1 0.3 -0.2
H -0.565178 -0.425543 4.480645 -0.2 0.1 0.0
H -2.336868 -0.688361 4.433362 0.2 0.1 -0.4
H -1.654062 0.938446 4.123577 0.0 -0.2 0.1
H -2.124764 -2.746208 2.727970 0.2 0.1 -0.2
H -1.381048 -2.659620 1.095005 -0.1 0.0 0.3
H -0.344316 -2.658771 2.550572 -0.3 -0.1 -0.1
H -3.791066 -0.672114 2.179956 0.3 0.1 -0.2
H -3.224862 0.942282 1.647610 -0.1 -0.3 0.0
H -3.127212 -0.447542 0.526460 -0.1 0.1 0.3
```
Forces are in eV/Å.

* net charge: +2
* Kohn-Sham gap: 9.38 eV
* HOMO: -18.2 eV

=====

No. 2
C4H7IO | ωB97M-V/def2-TZVPD

Structure (XYZ):
```
13
Properties=species:S:1:pos:R:3:forces:R:3
C 1.819835 1.025967 -3.197821 0.5 -0.5 1.5
C 1.451019 0.912852 0.148653 0.0 0.1 -2.8
C 1.079569 0.472204 -2.214666 -2.0 -1.7 -3.3
C 1.196713 1.555142 1.231054 -0.8 1.1 2.5
O 0.728334 1.000723 -1.016355 -0.5 0.4 0.5
I -2.626359 -2.275601 1.410125 0.6 1.0 0.5
H 2.466692 1.873097 -3.052702 0.0 0.4 0.3
H 2.024078 0.517310 -4.131388 -0.6 -0.2 0.1
H 2.393954 0.492214 0.055660 1.5 -1.5 -0.4
H 0.306853 -0.387342 -2.652693 2.1 1.9 1.8
H 1.897111 1.375567 2.042036 -0.2 0.3 -0.1
H -1.821646 -0.980068 2.112991 -0.6 -1.0 -0.6
H 0.371001 2.234830 1.400847 -0.1 -0.2 -0.1
```
Forces are in eV/Å.

* net charge: 0
* Kohn-Sham gap: 9.70 eV
* structure (SMILES): C=COC=C.I
* HOMO: -9.3 eV

=====

No. 3
C4H12S | ωB97M-V/def2-TZVPD

Structure (XYZ):
```
17
Properties=species:S:1:pos:R:3:forces:R:3
C 1.599347 1.841864 1.473321 -0.5 -1.0 0.3
C 1.325761 1.076027 -1.198565 -1.1 0.1 -2.0
S 2.288263 0.714405 0.237742 0.4 0.6 0.1
H 1.618827 2.922040 1.370788 0.4 0.0 -0.5
H 0.566961 1.508870 1.580832 -0.1 0.3 0.2
H 2.117156 1.538461 2.382174 0.0 0.2 0.1
H 1.702325 1.783837 -1.947700 0.6 0.1 0.6
H 0.295088 1.428494 -1.079844 0.1 -0.2 0.8
H 1.194725 0.165790 -1.794364 0.2 -0.2 0.3
C -2.940736 -2.724146 -0.325980 0.3 0.3 -0.5
C -3.987501 -1.592924 -0.421110 -0.1 -0.4 1.7
H -2.577475 -3.048182 -1.303142 -0.4 -0.2 -0.1
H -2.012751 -2.462926 0.183641 -0.2 0.3 0.3
H -3.397854 -3.556410 0.197476 0.2 -0.3 -0.1
H -4.878189 -1.984095 0.082955 -0.3 0.0 -0.7
H -4.233222 -1.216696 -1.402768 0.1 0.0 -0.2
H -3.772548 -0.782123 0.281488 0.5 0.3 -0.5
```
Forces are in eV/Å.

* net charge: 0
* Kohn-Sham gap: 9.38 eV
* structure (SMILES): CSC.CC
* HOMO: -8.5 eV

=====

No. 4
C5H10OS2 | ωB97M-V/def2-TZVPD

Structure (XYZ):
```
18
Properties=species:S:1:pos:R:3:forces:R:3
C 0.206179 -2.157349 -0.713522 -4.5 2.2 -1.7
C -0.643058 -0.966674 -0.127048 -2.0 -0.6 0.8
C -0.197059 0.435947 -0.705080 -2.4 -2.5 -2.1
C 1.263815 0.766118 -0.594000 1.0 1.8 -2.1
C -0.233971 2.197007 1.370175 0.6 3.4 -2.7
H 1.227945 -2.066170 -0.675792 2.2 0.0 -0.1
H -0.221383 -2.943942 -0.222607 -0.2 -2.6 1.8
H -0.315456 -2.359328 -1.728739 1.7 0.7 1.0
H -1.776748 -1.266947 -0.390073 2.4 1.2 0.2
H -1.170663 -1.361309 2.124554 1.8 1.7 -4.3
H -0.498575 0.342741 -1.826142 0.7 0.1 1.6
H 1.419428 1.567098 -1.458088 0.1 -1.7 1.7
H 2.089352 -0.052454 -0.765444 -2.0 1.4 0.7
H -0.670583 1.712550 2.234005 0.2 0.3 0.2
H 0.043116 3.474304 1.355379 -1.9 -3.8 0.6
O -0.658246 -0.769284 1.347589 -0.6 -1.6 2.2
S 1.451868 1.678733 0.961583 1.0 -0.5 0.7
S -1.315962 1.768959 -0.186750 1.8 0.5 1.6
```
Forces are in eV/Å.

* net charge: 0
* Kohn-Sham gap: 8.75 eV
* structure (SMILES): C[C@@H](O)[C@@H]1CSCS1
* HOMO: -8.2 eV

=====

No. 5
C30H60O10 | ωB97M-V/def2-TZVPD

Structure (XYZ):
```
100
Properties=species:S:1:pos:R:3:forces:R:3
C -0.944051 1.076681 -0.274458 -0.7 -0.2 0.6
C -0.094174 0.906258 0.953471 0.0 -0.1 0.1
O 0.066300 1.805019 1.741288 0.0 0.3 0.3
C 0.546400 -0.439085 1.187692 0.2 -0.2 -1.0
H -0.471433 0.628184 -1.145092 0.0 0.2 -0.2
H -1.247690 2.116654 -0.355892 0.4 0.1 -0.4
H -1.889506 0.544297 -0.081452 0.2 -0.2 -0.1
H 0.704667 -0.924359 0.218310 0.1 0.1 0.2
H -0.088866 -1.101411 1.776173 0.0 0.1 0.1
H 1.521931 -0.288853 1.642341 -0.1 -0.1 0.4
C -3.761157 3.620922 0.288146 0.2 0.6 -0.4
C -5.005905 2.998129 0.849885 0.1 -0.5 -0.2
O -5.481669 3.352598 1.896372 -0.2 0.2 0.3
C -5.605644 1.841543 0.068885 -0.1 0.0 0.6
H -3.899457 4.695861 0.141606 -0.1 -0.1 0.1
H -3.506622 3.196902 -0.680526 0.1 -0.1 0.1
H -2.927239 3.532126 0.985837 0.0 -0.2 0.0
H -4.823452 1.120659 -0.176880 0.0 0.1 -0.2
H -6.082408 2.194809 -0.845191 0.1 0.0 -0.1
H -6.340161 1.363288 0.714060 -0.1 0.0 -0.1
C -0.665216 -4.839223 -2.506233 0.6 0.3 -0.5
C -1.030829 -4.289233 -1.165147 0.0 0.3 0.7
O -1.142293 -4.998936 -0.194606 -0.1 -0.2 0.1
C -1.180380 -2.779579 -1.054828 -0.2 -0.4 -0.9
H -0.980703 -4.182138 -3.317214 -0.3 -0.2 0.0
H -1.005068 -5.860465 -2.636708 -0.1 0.0 0.0
H 0.430092 -4.828753 -2.585707 -0.1 -0.1 0.2
H -0.195865 -2.342930 -0.881786 -0.1 0.0 -0.1
H -1.878301 -2.473478 -0.281733 0.1 -0.2 0.2
H -1.553730 -2.451140 -2.028807 0.1 0.4 0.2
C 1.790773 -3.709430 1.095883 0.3 -0.6 -1.6
C 3.217612 -4.203791 1.222682 -0.4 0.1 0.8
O 3.927829 -4.293047 0.256562 0.3 -0.1 -0.4
C 3.692154 -4.549269 2.614042 0.6 0.0 -0.2
H 1.662920 -3.627175 0.009206 -0.1 0.3 0.2
H 1.625266 -2.730038 1.530932 -0.1 -0.2 0.4
H 1.077796 -4.484952 1.377623 -0.1 0.3 0.6
H 3.218347 -5.465634 2.966147 -0.3 0.2 0.1
H 3.492489 -3.705770 3.277082 -0.2 -0.2 0.2
H 4.767553 -4.735496 2.615468 -0.1 0.1 -0.1
C -1.064526 -0.588432 4.418736 0.1 -0.1 0.5
C -0.606038 -1.880895 5.061366 0.0 0.0 -0.3
O -0.086859 -1.888184 6.149363 0.0 -0.1 0.1
C -0.789346 -3.152739 4.251699 0.1 0.1 0.6
H -0.322120 -0.267089 3.684505 -0.1 0.0 0.0
H -1.119242 0.159040 5.207196 -0.1 0.1 -0.1
H -2.031102 -0.712055 3.933644 0.0 0.1 -0.1
H -0.778853 -3.998706 4.936950 -0.1 0.0 -0.1
H 0.067345 -3.270399 3.585286 -0.1 0.1 -0.2
H -1.722159 -3.110492 3.695595 0.1 -0.2 -0.2
C -3.262557 -0.453731 -3.255671 0.2 -0.5 -0.3
C -4.473803 0.388151 -3.562063 -0.1 -0.3 0.0
O -4.553859 1.523426 -3.166681 0.1 0.5 0.1
C -5.621215 -0.233551 -4.324766 0.4 0.2 -0.3
H -3.272996 -1.393739 -3.810776 -0.1 0.0 0.1
H -3.239492 -0.689461 -2.191024 0.0 0.1 0.0
H -2.343116 0.065083 -3.526711 -0.1 0.2 0.2
H -5.286800 -1.006725 -5.015189 0.0 -0.1 0.1
H -6.093284 0.565337 -4.892098 -0.3 -0.1 0.1
H -6.314352 -0.670940 -3.606888 -0.1 0.0 0.0
C -1.771855 3.614033 -3.198952 -0.4 -0.1 -0.7
C -2.190083 5.061595 -3.360247 0.7 0.1 -0.3
O -1.940621 5.879248 -2.509301 -0.2 0.0 0.2
C -2.804271 5.457172 -4.682391 -0.6 -0.1 0.4
H -2.458545 3.110919 -2.519355 0.2 0.0 0.2
H -0.735464 3.560243 -2.878455 0.0 0.0 0.3
H -1.870334 3.089070 -4.152805 0.1 0.0 0.0
H -3.750721 4.915927 -4.803343 0.2 -0.1 -0.1
H -2.145736 5.178323 -5.502242 0.0 0.0 -0.1
H -3.031470 6.519481 -4.684536 0.2 0.1 -0.1
C 2.225345 3.881931 3.518064 -0.3 0.1 0.1
C 2.195075 3.187748 4.852098 -0.3 -0.1 -0.2
O 3.196352 3.041935 5.508392 0.2 0.0 0.2
C 0.868660 2.616715 5.311733 0.7 -0.4 0.9
H 2.747458 4.832694 3.602122 0.1 0.0 0.0
H 1.207712 4.024521 3.161114 0.1 0.1 -0.3
H 2.772989 3.238420 2.830678 0.0 0.0 -0.1
H 1.123388 2.019435 6.190923 -0.2 -0.1 0.0
H 0.423785 1.958070 4.569898 -0.1 0.3 -0.2
H 0.180402 3.391548 5.650037 -0.1 0.1 -0.4
C 4.491195 0.173299 0.564644 0.2 0.1 0.1
C 5.590594 -0.695585 0.009935 0.5 0.4 0.0
O 6.121614 -0.456185 -1.053391 -0.3 -0.1 -0.1
C 6.098645 -1.807350 0.893808 -0.5 0.1 -0.3
H 3.595278 -0.432649 0.704662 -0.1 0.1 0.1
H 4.288599 1.028391 -0.072770 -0.1 -0.1 -0.2
H 4.825501 0.576441 1.525850 -0.2 -0.2 0.1
H 5.263744 -2.275567 1.411013 0.1 -0.1 0.1
H 6.767566 -1.361773 1.630212 0.1 -0.1 0.0
H 6.604064 -2.531140 0.264106 0.2 -0.1 0.2
C 3.652727 1.097753 -2.792444 0.1 0.1 0.1
C 3.014198 -0.253311 -2.606654 0.1 0.3 -0.8
O 1.973298 -0.367237 -2.000306 -0.3 -0.1 0.4
C 3.655660 -1.429405 -3.285970 -0.3 -0.6 0.4
H 3.464189 1.443833 -3.812224 -0.1 0.0 0.0
H 4.735968 1.063771 -2.669594 0.0 -0.1 0.1
H 3.210380 1.797194 -2.085968 0.0 0.1 -0.1
H 4.675721 -1.544092 -2.918786 0.1 0.0 -0.2
H 3.629033 -1.361549 -4.372953 0.2 0.4 0.0
H 3.074024 -2.317513 -3.026513 0.2 0.0 0.1
```
Forces are in eV/Å.

* net charge: 0
* Kohn-Sham gap: 9.31 eV
* structure (SMILES): CC(C)=O.CC(C)=O.CC(C)=O.CC(C)=O.CC(C)=O.CC(C)=O.CC(C)=O.CC(C)=O.CC(C)=O.CC(C)=O
* HOMO: -9.3 eV

=====

No. 6
C2H3NOS2 | ωB97M-V/def2-TZVPD

Structure (XYZ):
```
9
Properties=species:S:1:pos:R:3:forces:R:3
C -1.679749 1.621634 0.052028 -3.4 -4.6 -0.7
C 1.095864 -0.599885 -0.102743 2.0 -3.4 0.5
N -2.332250 0.597850 -0.031173 3.9 6.6 0.8
O 0.647692 0.483021 -0.142751 0.0 1.3 -0.3
S -2.981119 -0.775251 -0.046627 -1.5 -2.6 -0.4
S 0.334772 -2.214360 -0.071536 -1.2 0.3 -0.9
H -1.762144 2.550067 0.538764 0.4 0.9 0.2
H 2.203689 -0.977226 -0.006895 -1.1 1.6 0.0
H -0.909288 -1.953216 -0.661586 0.9 0.0 0.8
```
Forces are in eV/Å.

* net charge: 0
* Kohn-Sham gap: 8.69 eV
* structure (SMILES): C#[N+][S-].O=CS
* HOMO: -8.7 eV

=====

Values for relative energy (zero: lowest compared OMol25 entry of this formula, charge and spin), kcal/mol, ordered as above
0.0; 59.9; 14.8; 67.8; 20.3; 78.2